# 1
DFT (the ωB97M-V functional and the def2-TZVPD basis) results for a 2-piece molecular cluster, C4H11N2O overall.

The geometry in XYZ format:
```
18
Properties=species:S:1:pos:R:3:forces:R:3
O 1.395 -0.627 -0.243 0.020 0.942 -0.732
C 0.560 -1.422 0.098 0.055 -0.018 1.127
C -0.872 -1.293 -0.144 -0.358 0.240 -1.478
C -1.520 -0.111 -0.774 0.007 -0.367 1.122
C -1.798 1.070 0.214 -0.728 0.068 -0.681
N -2.919 0.846 1.076 1.523 -1.117 1.560
N 4.603 0.451 -0.305 -1.008 0.952 -1.356
H 0.795 -2.207 0.786 0.399 -1.076 0.389
H -1.443 -2.205 0.055 -0.105 0.258 0.219
H -2.464 -0.448 -1.181 -0.261 0.100 -0.340
H -0.848 0.252 -1.553 0.190 0.196 -0.090
H -2.021 2.027 -0.287 0.297 -0.218 -0.302
H -0.927 1.303 0.848 0.063 0.065 0.230
H 3.636 0.138 -0.347 0.320 -0.091 0.248
H -3.063 -0.098 1.489 -0.531 0.433 -0.697
H -3.105 1.555 1.787 -0.539 0.557 -0.273
H 5.239 -0.307 -0.407 0.610 -0.801 0.271
H 4.751 1.078 -1.111 0.047 -0.123 0.784
```
Forces are in eV/Å.

Properties
Calculated total energy ... -342.85389 hartree
HOMO (spin up / spin down) ... -15.9 / -15.9 eV
Strongest force on any atom ... 2.4 eV/A
Expectation value of S² ... 0.755
Multiplicity ... 2
LUMO level (spin up / spin down) ... -12.96 / -13.17 eV
Frontier orbital gap (spin up / spin down) ... 2.905 / 2.701 eV
Charge ... +2
Energy relative to the best compared isomer or geometry (same formula, charge and spin) ... 521.18 kJ/mol

In elementary charge units, the natural (NBO) charges are: -0.31 0.25 0.28 -0.56 -0.28 -0.22 -0.86 0.19 0.25 0.29 0.34 0.32 0.32 0.36 0.42 0.45 0.38 0.38

=====

# 2
DFT (the ωB97M-V functional and the def2-TZVPD basis) results for a 2-piece molecular cluster, C4H11N2O overall.

The geometry in XYZ format:
```
18
Properties=species:S:1:pos:R:3:forces:R:3
O -1.566 0.424 1.044 0.259 0.791 -0.074
C -0.531 -0.080 0.614 -1.447 -1.433 -0.983
C 0.363 0.464 -0.348 1.120 -0.647 0.822
C 1.485 -0.344 -0.935 0.568 0.673 -0.599
C 2.611 -0.845 0.016 -1.968 -0.263 -0.482
N 2.982 0.127 0.977 -0.977 -0.735 0.453
N -4.972 0.563 -0.230 1.510 2.555 -0.267
H -0.476 -1.184 0.712 0.625 0.104 0.486
H 0.316 1.454 -0.704 -0.558 1.179 -0.131
H 1.934 0.286 -1.705 0.007 -0.239 -0.182
H 1.055 -1.217 -1.434 0.252 -0.146 -0.019
H 3.451 -1.303 -0.526 0.292 0.283 0.029
H 2.142 -1.719 0.501 0.673 0.042 0.721
H 3.138 -0.189 1.938 0.695 0.157 -0.081
H 2.566 1.057 0.907 0.424 0.197 -0.115
H -5.502 1.255 0.316 -0.757 -0.707 0.188
H -5.001 0.719 -1.244 -0.672 -0.791 -0.161
H -3.995 0.533 0.102 -0.045 -1.021 0.396
```
Forces are in eV/Å.

Properties
Calculated total energy ... -342.88870 hartree
HOMO (spin up / spin down) ... -16.9 / -17.1 eV
Strongest force on any atom ... 3.0 eV/A
Expectation value of S² ... 1.775
Multiplicity ... 2
LUMO level (spin up / spin down) ... -12.48 / -11.31 eV
Frontier orbital gap (spin up / spin down) ... 4.375 / 5.743 eV
Charge ... +2
Energy relative to the best compared isomer or geometry (same formula, charge and spin) ... 429.79 kJ/mol

In elementary charge units, the natural (NBO) charges are: -0.49 0.26 -0.09 -0.50 -0.32 -0.23 -0.28 0.13 0.22 0.26 0.28 0.33 0.29 0.43 0.42 0.43 0.42 0.43

=====

# 3
DFT (the ωB97M-V functional and the def2-TZVPD basis) results for an isolated ion of composition C4H11N2O2 and charge -1.

The geometry in XYZ format:
```
19
Properties=species:S:1:pos:R:3:forces:R:3
N 1.097 0.001 2.525 -0.344 -0.039 0.792
C -0.118 0.190 1.715 1.778 -0.949 -0.805
C -0.060 -0.512 0.344 -1.195 0.547 -0.003
C 0.938 0.056 -0.673 1.187 0.279 -0.103
O 2.291 0.310 -0.183 0.177 0.078 0.504
N -1.442 -0.463 -0.134 -1.065 -1.029 -1.750
C -1.622 -0.435 -1.665 0.701 0.959 -0.512
O -1.404 0.807 -2.143 -0.288 -0.015 0.017
H 1.823 0.613 2.192 0.102 -0.092 -0.055
H 1.457 -0.939 2.422 -0.041 -0.020 -0.093
H -0.151 1.238 1.510 -0.609 0.878 0.038
H -1.005 -0.170 2.225 -0.099 0.138 0.162
H 0.145 -1.580 0.487 0.299 0.034 0.211
H 1.197 -0.668 -1.444 -0.700 -0.159 -0.080
H 0.551 0.935 -1.183 -0.299 0.021 0.132
H 2.341 1.154 0.277 -0.273 -0.081 -0.222
H -1.952 0.415 -0.063 0.832 0.459 1.060
H -0.905 -1.136 -2.152 -0.250 -0.590 0.447
H -2.664 -0.763 -1.865 0.088 -0.419 0.258
```
Forces are in eV/Å.

Properties
Calculated total energy ... -418.95716 hartree
HOMO ... -2.7 eV
Strongest force on any atom ... 2.3 eV/A
Multiplicity ... 1
SMILES ... NC[C@H](CO)NC[O-]
LUMO level ... 3.60 eV
Frontier orbital gap ... 6.255 eV
Charge ... -1
Energy relative to the best compared isomer or geometry (same formula, charge and spin) ... 351.51 kJ/mol

In elementary charge units, the natural (NBO) charges are: -0.85 -0.21 -0.09 -0.11 -0.76 -0.71 0.11 -0.98 0.34 0.35 0.18 0.19 0.16 0.17 0.23 0.44 0.36 0.08 0.09

=====

# 4
DFT (the ωB97M-V functional and the def2-TZVPD basis) results for C4H11N2OS as an isolated structure.

The geometry in XYZ format:
```
19
Properties=species:S:1:pos:R:3:forces:R:3
C -0.632 0.745 -1.181 -0.252 0.520 -0.056
N -1.246 -0.073 -2.200 0.960 -0.468 -0.769
C -0.110 -0.077 0.004 -1.971 0.338 -0.823
C -1.306 -0.497 0.912 1.044 0.372 0.805
S -2.693 -1.432 0.246 -0.041 -0.055 0.016
N 0.817 0.731 0.799 1.644 -1.593 0.568
C 2.193 0.086 0.902 -0.005 6.003 -0.775
O 2.906 0.093 -0.089 0.192 -1.387 0.168
H -1.335 1.526 -0.838 0.125 -0.110 0.426
H 0.225 1.300 -1.591 -0.005 -0.177 -0.247
H -1.622 0.449 -2.976 -0.163 0.091 0.158
H -1.895 -0.764 -1.835 -0.189 0.289 0.307
H 0.331 -0.973 -0.449 0.366 0.092 0.171
H -1.562 0.456 1.401 -0.461 -0.057 -0.224
H -0.853 -1.039 1.766 0.012 -0.168 -0.199
H 1.315 -1.509 1.778 0.545 0.520 -1.092
H 1.184 1.567 0.349 -0.914 0.115 -0.561
H 1.706 -1.110 1.155 -1.265 -2.996 1.708
H 2.575 0.521 1.847 0.379 -1.328 0.420
```
Forces are in eV/Å.

Properties
Calculated total energy ... -741.84261 hartree
HOMO ... -2.6 eV
Strongest force on any atom ... 6.1 eV/A
Multiplicity ... 1
LUMO level ... 2.70 eV
Frontier orbital gap ... 5.332 eV
Charge ... -1
Energy relative to the best compared isomer or geometry (same formula, charge and spin) ... 536.29 kJ/mol

In elementary charge units, the natural (NBO) charges are: -0.20 -0.90 -0.10 -0.52 -0.67 -0.67 0.38 -0.58 0.15 0.16 0.34 0.41 0.19 0.17 0.16 0.18 0.36 -0.01 0.13

=====

# 5
DFT (the ωB97M-V functional and the def2-TZVPD basis) results for one molecule with the formula C4H11N2OS.

The geometry in XYZ format:
```
19
Properties=species:S:1:pos:R:3:forces:R:3
O -1.391 -1.138 -1.542 -1.773 -1.438 -1.630
C -0.831 -0.304 -0.669 -4.414 -1.462 3.024
N 0.376 0.103 -0.944 4.702 2.096 -0.799
C 1.259 0.966 -0.063 -2.390 -0.454 -2.049
C 2.260 0.123 0.660 1.395 0.160 1.089
S 3.386 -0.797 -0.493 -0.264 0.267 0.367
C -1.766 0.066 0.466 2.798 1.122 -0.084
N -3.008 -0.669 0.337 -0.275 0.955 -0.038
H 0.758 -0.260 -1.815 0.032 0.295 0.519
H 0.501 1.436 0.605 0.957 0.030 -0.095
H 1.702 1.734 -0.758 -0.183 -0.652 1.043
H 1.779 -0.601 1.343 0.123 0.167 -0.627
H 2.911 0.742 1.329 -0.475 -0.371 -0.575
H 4.412 0.082 -0.500 -0.318 -0.096 0.086
H -1.241 -0.138 1.492 -0.937 0.851 -1.293
H -1.992 1.165 0.296 0.078 -0.497 1.022
H -2.356 -1.279 -1.220 1.834 0.339 -0.379
H -3.714 0.080 0.361 -0.122 -1.280 0.358
H -3.044 -1.310 1.112 -0.768 -0.031 0.060
```
Forces are in eV/Å.

Properties
Calculated total energy ... -741.83753 hartree
HOMO (spin up / spin down) ... -3.8 / -9.3 eV
Strongest force on any atom ... 5.5 eV/A
Expectation value of S² ... 0.753
Multiplicity ... 2
LUMO level (spin up / spin down) ... 0.81 / 0.71 eV
Frontier orbital gap (spin up / spin down) ... 4.621 / 9.968 eV
Charge ... 0
Energy relative to the best compared isomer or geometry (same formula, charge and spin) ... 58.23 kJ/mol

In elementary charge units, the natural (NBO) charges are: -0.72 0.33 -0.64 -0.23 -0.52 -0.06 -0.29 -0.85 0.41 0.21 0.21 0.23 0.22 0.12 0.16 0.15 0.50 0.38 0.38

=====

# 6
DFT (the ωB97M-V functional and the def2-TZVPD basis) results for an isolated ion of composition C4H11N2S and charge -1.

The geometry in XYZ format:
```
18
Properties=species:S:1:pos:R:3:forces:R:3
N -0.824 1.475 -1.542 1.908 0.582 -0.194
C -1.157 1.986 -0.218 -2.282 -2.694 -0.491
N -1.814 0.899 0.603 0.615 1.755 0.458
C -0.930 0.157 1.504 -0.653 0.902 0.607
C -0.194 -1.021 0.896 -1.164 -0.125 -0.803
C 1.293 -0.785 0.663 0.572 -0.955 -0.383
S 1.866 -1.437 -0.961 -0.100 0.474 -0.122
H -1.537 0.913 -1.987 -0.247 0.153 0.376
H 0.024 0.886 -1.508 -0.480 0.215 -0.054
H -0.306 2.340 0.350 0.218 0.141 -0.259
H -1.928 2.753 -0.333 0.323 0.281 0.031
H -2.412 0.305 0.035 0.432 0.103 0.067
H -0.209 0.874 1.932 -0.211 -0.057 -0.202
H -1.588 -0.067 2.348 0.217 -0.666 0.203
H -0.766 -1.154 -0.082 1.161 -0.402 0.966
H -0.367 -1.896 1.518 0.042 -0.337 -0.093
H 1.470 0.281 0.827 0.341 0.097 -0.283
H 1.946 -1.351 1.361 -0.693 0.534 0.177
```
Forces are in eV/Å.

Properties
Calculated total energy ... -666.70234 hartree
HOMO ... -2.4 eV
Strongest force on any atom ... 3.6 eV/A
Multiplicity ... 1
SMILES ... NCNCCC[S-]
LUMO level ... 3.98 eV
Frontier orbital gap ... 6.424 eV
Charge ... -1
Energy relative to the best compared isomer or geometry (same formula, charge and spin) ... 116.13 kJ/mol

In elementary charge units, the natural (NBO) charges are: -0.88 -0.04 -0.67 -0.22 -0.45 -0.53 -0.73 0.35 0.40 0.19 0.16 0.34 0.17 0.17 0.20 0.19 0.16 0.19

=====

# 7
DFT (the ωB97M-V functional and the def2-TZVPD basis) results for an isolated ion of composition C4H11N2S and charge -1.

The geometry in XYZ format:
```
18
Properties=species:S:1:pos:R:3:forces:R:3
N 2.710 2.009 1.701 -1.281 -0.358 1.417
C 2.103 1.409 0.494 -1.015 0.300 0.113
N 0.695 1.839 0.224 1.950 -0.714 0.270
C -0.284 0.887 0.736 -1.116 -0.080 1.037
C -1.227 0.144 -0.218 -1.230 1.121 0.233
C -0.716 -1.138 -0.813 1.286 -1.125 -0.374
S -1.837 -2.529 -1.263 -0.143 0.647 0.180
H 1.926 2.439 2.211 0.120 1.064 -0.902
H 2.731 1.268 2.412 0.993 -0.399 -0.571
H 2.618 1.702 -0.416 0.682 0.015 0.187
H 2.157 0.329 0.641 0.016 -0.181 -0.499
H 0.731 1.907 -0.780 -1.008 -0.090 -0.242
H 0.191 0.155 1.404 0.375 -0.119 -0.380
H -0.931 1.396 1.466 -0.022 0.360 -0.289
H -1.665 0.895 -0.906 0.539 -0.368 -0.385
H -2.142 -0.052 0.363 0.338 -0.470 0.143
H -0.052 -0.989 -1.678 -0.257 0.457 -0.021
H 0.003 -1.529 -0.072 -0.229 -0.059 0.084
```
Forces are in eV/Å.

Properties
Calculated total energy ... -666.69039 hartree
HOMO ... -2.3 eV
Strongest force on any atom ... 2.1 eV/A
Multiplicity ... 1
SMILES ... NCNCCC[S-]
LUMO level ... 3.54 eV
Frontier orbital gap ... 5.856 eV
Charge ... -1
Energy relative to the best compared isomer or geometry (same formula, charge and spin) ... 147.51 kJ/mol

In elementary charge units, the natural (NBO) charges are: -0.84 -0.05 -0.64 -0.22 -0.44 -0.53 -0.72 0.35 0.34 0.16 0.16 0.36 0.17 0.17 0.19 0.21 0.18 0.16